ORCA calculation (the ωB97M-V functional and the def2-TZVPD basis) on a 2-piece molecular cluster, C4H7ClIN2 overall in a non-equilibrium geometry.

2S+1: 1
LUMO level (alpha / beta) (hartree): -0.183 / -0.170
Energy above the lowest of the compared OMol25 structures with the same formula, charge and spin (kcal per mole): 24.5
Total charge: +1
DFT total energy (hartree): -1023.5893
HOMO-LUMO gap (alpha / beta) (eV): 6.823 / 7.420

Last column: Löwdin charge in e.
Positions of all 15 atoms, in Å:
C -0.87 -1.23 -0.43  -0.08
C 1.47 -0.45 -0.62  0.00
C -2.03 -0.33 -0.24  -0.01
C 3.75 -0.78 -0.19  -0.60
N 0.32 -0.81 -0.47  0.14
N 2.68 -0.04 -0.30  -0.01
Cl 0.55 3.06 0.30  0.41
I 5.60 0.05 0.09  0.98
H -0.92 -2.27 -0.51  0.13
H -0.58 2.70 0.15  -0.34
H -1.96 0.24 0.64  0.08
H -1.92 0.41 -1.02  0.10
H -2.90 -0.78 -0.46  0.05
H 3.76 -1.68 -0.59  0.01
H 2.64 1.00 -0.22  0.15

---

ORCA calculation (the ωB97M-V functional and the def2-TZVPD basis) on a single C4H7ClO molecule in a non-equilibrium geometry.

2S+1: 1
LUMO level (hartree): 0.027
Energy above the lowest of the compared OMol25 structures with the same formula, charge and spin (kcal per mole): 43.8
DFT total energy (hartree): -691.9760
HOMO-LUMO gap (eV): 9.902
SMILES string: C/C=C(/Cl)CO

Last column: Löwdin charge in e.
Positions of all 13 atoms, in Å:
C -1.12 0.94 0.66  -0.06
C -0.31 -0.42 0.93  -0.14
C 0.72 -1.13 0.38  -0.60
C 1.41 -1.15 -0.93  -0.36
O 0.92 -0.09 -1.62  -0.02
Cl 1.32 -2.53 1.34  0.59
H -0.60 1.58 -0.15  0.09
H -2.09 0.54 0.41  0.06
H -1.14 1.44 1.62  0.06
H -0.75 -0.98 1.72  0.07
H 1.21 -2.03 -1.40  0.08
H 2.55 -1.06 -0.79  0.16
H 0.11 -0.41 -1.93  0.08

---

ORCA calculation (the ωB97M-V functional and the def2-TZVPD basis) on C4H7ClO as an isolated structure in a non-equilibrium geometry.

2S+1: 1
LUMO level (hartree): 0.036
Energy above the lowest of the compared OMol25 structures with the same formula, charge and spin (kcal per mole): 44.8
DFT total energy (hartree): -691.9745
HOMO-LUMO gap (eV): 10.974

Last column: Löwdin charge in e.
Positions of all 13 atoms, in Å:
C 1.29 -0.88 0.29  -0.41
C 0.20 -0.36 -0.66  -0.43
C -0.36 1.02 -0.21  -0.12
C -1.47 0.22 0.37  -0.22
H 1.64 -1.87 0.06  0.06
H 1.05 -0.92 1.37  0.10
H 0.42 -0.57 -1.71  0.14
H 0.18 1.63 0.53  0.11
H -0.86 1.61 -0.97  0.11
H -2.38 0.76 0.01  0.13
H -1.45 0.03 1.41  0.11
O -1.03 -0.88 -0.38  -0.07
Cl 2.79 0.20 -0.10  0.47

---

ORCA calculation (the ωB97M-V functional and the def2-TZVPD basis) on an isolated ion of composition C4H7ClP and charge +1 in a non-equilibrium geometry.

2S+1: 1
LUMO level (hartree): -0.142
Energy above the lowest of the compared OMol25 structures with the same formula, charge and spin (kcal per mole): 18.8
Total charge: +1
DFT total energy (hartree): -957.8219
HOMO-LUMO gap (eV): 11.178

Last column: Löwdin charge in e.
Positions of all 13 atoms, in Å:
C 1.36 -0.18 0.52  -0.09
C 0.53 0.72 -0.25  -0.32
C 0.57 1.76 -1.20  -0.08
C -1.29 -1.90 0.41  -0.19
P -0.36 -0.40 0.94  0.52
Cl -0.83 0.57 2.54  0.47
H 2.46 -0.26 0.63  0.11
H -0.26 1.69 -1.92  0.11
H 1.46 1.73 -1.87  0.12
H 0.77 2.75 -0.81  0.11
H -0.85 -2.78 1.04  0.11
H -1.18 -1.80 -0.68  0.06
H -2.38 -1.89 0.64  0.07

---

ORCA calculation (the ωB97M-V functional and the def2-TZVPD basis) on a 2-piece molecular cluster, C4H7ClS overall in a non-equilibrium geometry.

2S+1: 1
LUMO level (hartree): 0.002
Energy above the lowest of the compared OMol25 structures with the same formula, charge and spin (kcal per mole): 84.6
DFT total energy (hartree): -1014.8340
HOMO-LUMO gap (eV): 8.820

Last column: Löwdin charge in e.
Positions of all 13 atoms, in Å:
C -2.83 0.02 -1.01  -0.48
C 1.22 -0.41 -1.19  -0.07
C 1.44 -0.08 1.30  -0.12
C 1.19 0.35 -0.16  -0.84
S -2.88 0.05 0.60  0.69
Cl 0.81 2.06 -0.29  0.62
H -1.94 0.62 -1.32  -0.09
H -4.02 -0.71 0.70  -0.12
H 1.27 -1.53 -1.19  0.09
H 1.03 0.14 -2.17  0.08
H 0.60 0.35 1.86  0.06
H 1.55 -1.14 1.46  0.06
H 2.55 0.26 1.42  0.11

---

ORCA calculation (the ωB97M-V functional and the def2-TZVPD basis) on a 2-piece molecular cluster, C4H7ClS overall in a non-equilibrium geometry.

2S+1: 1
LUMO level (hartree): -0.023
Energy above the lowest of the compared OMol25 structures with the same formula, charge and spin (kcal per mole): 92.8
DFT total energy (hartree): -1014.8210
HOMO-LUMO gap (eV): 8.579

Last column: Löwdin charge in e.
Positions of all 13 atoms, in Å:
C 0.93 -1.39 0.32  -0.10
C 0.93 -0.33 -0.68  -0.22
C 0.25 0.73 -0.78  -0.75
C -0.65 1.33 0.26  -0.66
H 0.82 -2.43 -0.18  0.11
H 0.04 -1.55 0.99  0.08
H 1.87 -1.63 0.69  0.05
H 1.48 -0.41 -1.73  0.16
H -0.55 2.47 0.16  0.04
H -0.49 1.16 1.51  0.13
H -2.45 -0.83 1.23  0.06
S -2.47 0.78 0.18  0.48
Cl 0.29 2.10 -1.95  0.62

---

ORCA calculation (the ωB97M-V functional and the def2-TZVPD basis) on a single C4H7F molecule in a non-equilibrium geometry.

2S+1: 1
LUMO level (hartree): 0.040
Energy above the lowest of the compared OMol25 structures with the same formula, charge and spin (kcal per mole): 89.0
DFT total energy (hartree): -256.3021
HOMO-LUMO gap (eV): 10.469
SMILES string: C[C@@H]1C[C@@H]1F

Last column: Löwdin charge in e.
Positions of all 12 atoms, in Å:
C -1.17 0.09 0.93  -0.12
C -0.53 -0.14 -0.49  -0.23
C 1.01 -0.64 -0.26  -0.05
C 0.65 0.66 -0.77  -0.52
H -1.68 -1.02 1.27  0.14
H -0.11 0.60 1.36  0.11
H -1.91 0.98 0.96  0.08
H -1.26 -1.01 -1.11  0.19
H 1.37 -0.59 0.83  0.13
H 1.55 -1.25 -0.77  0.02
H 1.02 0.61 -1.73  0.13
F 1.06 1.71 -0.21  0.12

---

ORCA calculation (the ωB97M-V functional and the def2-TZVPD basis) on a single C4H7F2N molecule in a non-equilibrium geometry.

2S+1: 3
LUMO level (alpha / beta) (hartree): 0.039 / -0.133
Energy above the lowest of the compared OMol25 structures with the same formula, charge and spin (kcal per mole): 15.5
DFT total energy (hartree): -410.8610
HOMO-LUMO gap (alpha / beta) (eV): 6.585 / 7.488

Last column: Löwdin charge in e.
Positions of all 14 atoms, in Å:
C -1.61 -0.18 0.18  -0.40
C 1.32 0.30 -0.99  -0.08
C 0.97 -0.24 0.47  -0.18
C -0.31 0.40 1.01  -0.28
N -1.39 -1.05 -0.67  0.24
F -2.76 0.26 0.74  0.06
F -0.32 1.76 0.87  0.00
H 2.39 0.18 -1.07  0.06
H 0.93 1.29 -1.25  0.07
H 0.82 -0.28 -1.79  0.06
H 0.84 -1.34 0.58  0.12
H 1.81 0.11 1.01  0.08
H -0.51 0.23 2.08  0.14
H -2.18 -1.45 -1.15  0.11

---

> The lowest energy above the lowest of the compared OMol25 structures with the same formula, charge and spin belongs to which entry?

C4H7F2N